The following is a DFT calculation (ωB97M-V/def2-TZVPD) of a cluster of 3 separate species, C4H16N3O in total.

Structure (XYZ):
```
24
Properties=species:S:1:pos:R:3
N -0.17 -0.99 0.06
C -0.40 0.17 -0.78
C 0.75 1.21 -0.65
C 2.02 0.45 -0.11
N 2.39 -0.74 -0.76
C -1.74 0.84 -0.32
N -2.80 -0.11 -0.55
H 2.22 -1.50 -0.11
H -0.35 -5.68 2.68
H -1.07 -1.46 0.19
H -0.45 -0.16 -1.83
H 0.48 1.86 0.18
H 0.76 1.77 -1.59
H 1.86 0.34 0.96
H 2.71 1.29 -0.27
H 0.03 -6.18 2.25
H 3.19 -0.86 -1.37
H -1.53 1.08 0.72
H -1.91 1.79 -0.85
H -2.86 -0.38 -1.52
H -3.73 0.19 -0.26
H -0.45 0.38 2.91
H 0.04 -0.60 1.03
O 0.14 0.61 2.17
```

Energy relative to the best compared isomer or geometry (same formula, charge and spin), kcal/mol: 195.5
Orbital gap, eV: 4.741
Molar mass, g/mol: 122.19
Calculated total energy, Eh: -400.9858
LUMO energy, eV: -8.9
Net charge: +1